C29H60InN3O5 | ωB97M-V/def2-TZVPD

Geometry (Å):
1 In -10.370 -17.567 2.370
2 C -9.580 -13.602 4.842
3 C -9.811 -14.636 3.751
4 O -8.919 -14.775 2.895
5 O -10.871 -15.326 3.784
6 H -8.867 -12.852 4.499
7 H -9.320 -14.049 5.797
8 H -10.457 -12.966 5.010
9 C -13.806 -15.018 2.564
10 C -14.774 -16.202 2.352
11 C -15.423 -15.941 0.978
12 C -16.001 -17.137 0.228
13 C -15.037 -18.317 0.294
14 C -14.487 -18.636 1.665
15 N -13.989 -17.446 2.347
16 O -13.468 -17.787 3.587
17 C -15.558 -19.383 2.513
18 C -13.371 -19.660 1.412
19 C -15.847 -16.172 3.462
20 H -13.077 -14.954 1.762
21 H -13.390 -15.140 3.564
22 H -14.391 -14.097 2.594
23 H -16.185 -15.169 1.108
24 H -14.697 -15.467 0.310
25 H -16.290 -16.891 -0.793
26 H -16.965 -17.449 0.650
27 H -14.256 -18.189 -0.464
28 H -15.600 -19.150 -0.135
29 H -16.037 -18.776 3.287
30 H -16.393 -19.836 1.983
31 H -15.060 -20.161 3.097
32 H -12.659 -19.346 0.645
33 H -12.871 -19.957 2.335
34 H -13.829 -20.556 0.990
35 H -15.723 -16.851 4.311
36 H -16.781 -16.591 3.073
37 H -15.998 -15.155 3.811
38 H -14.175 -17.940 4.239
39 C -8.812 -10.097 2.002
40 C -9.937 -10.306 0.926
41 C -10.651 -11.633 1.198
42 C -11.640 -11.488 2.349
43 C -12.621 -10.378 2.029
44 C -11.936 -9.015 1.765
45 N -10.830 -9.155 0.865
46 O -10.158 -8.012 0.568
47 C -13.068 -8.131 1.195
48 C -11.495 -8.431 3.136
49 C -9.163 -10.435 -0.388
50 H -8.030 -10.837 1.853
51 H -9.268 -10.309 2.970
52 H -8.402 -9.091 2.013
53 H -11.206 -11.848 0.281
54 H -9.909 -12.402 1.405
55 H -11.146 -11.356 3.318
56 H -12.188 -12.403 2.598
57 H -13.217 -10.175 2.923
58 H -13.347 -10.646 1.263
59 H -13.486 -8.553 0.279
60 H -13.922 -8.117 1.868
61 H -12.693 -7.134 0.968
62 H -12.354 -8.071 3.705
63 H -11.117 -9.213 3.794
64 H -10.814 -7.583 3.066
65 H -8.503 -11.303 -0.366
66 H -8.465 -9.612 -0.554
67 H -9.745 -10.507 -1.309
68 H -9.837 -7.616 1.398
69 C -11.873 -20.298 7.970
70 C -12.561 -19.110 8.667
71 C -11.657 -18.726 9.839
72 C -11.934 -17.304 10.356
73 C -11.701 -16.359 9.169
74 C -12.684 -16.614 8.000
75 N -12.698 -18.007 7.706
76 O -13.289 -18.330 6.523
77 C -14.113 -16.166 8.457
78 C -12.226 -15.717 6.841
79 C -13.928 -19.516 9.195
80 H -10.870 -19.987 7.673
81 H -12.414 -20.632 7.082
82 H -11.829 -21.160 8.631
83 H -11.986 -19.295 10.715
84 H -10.579 -18.874 9.823
85 H -11.289 -16.930 11.149
86 H -12.960 -17.171 10.705
87 H -10.712 -16.596 8.768
88 H -11.788 -15.322 9.485
89 H -14.638 -16.777 9.184
90 H -14.128 -15.163 8.890
91 H -14.688 -16.050 7.534
92 H -11.142 -15.782 6.769
93 H -12.767 -15.929 5.921
94 H -12.448 -14.681 7.097
95 H -13.960 -20.501 9.660
96 H -14.734 -19.543 8.453
97 H -14.370 -18.839 9.931
98 H -12.562 -18.584 5.927

Output
- charge = +2
- multiplicity = 1
- relative energy (zero: lowest compared OMol25 entry of this formula, charge and spin) (kcal/mol) = 6.7
- molar mass (g mol⁻¹) = 645.63


C4H12N2S | ωB97M-V/def2-TZVPD

Geometry (Å):
1 C 0.533 -1.587 1.541
2 N 1.300 -0.703 0.668
3 C 0.474 0.100 -0.244
4 C -0.475 1.071 0.489
5 N -0.683 2.294 -0.307
6 C -0.217 -0.862 -1.230
7 S -0.703 -0.074 -2.784
8 H -0.157 -1.073 2.187
9 H 0.019 -2.342 0.956
10 H 1.254 -2.187 2.107
11 H 1.808 -0.048 1.252
12 H 1.144 0.736 -0.819
13 H 0.020 1.328 1.429
14 H -1.418 0.584 0.764
15 H -1.222 2.021 -1.125
16 H -1.318 2.897 0.211
17 H 0.452 -1.699 -1.349
18 H -1.164 -1.191 -0.806
19 H 0.354 0.735 -2.937

Output
- charge = 0
- structure (SMILES) = CN[C@H](CN)CS
- multiplicity = 1
- relative energy (zero: lowest compared OMol25 entry of this formula, charge and spin) (kcal/mol) = 10.4
- molar mass (g mol⁻¹) = 120.22


C14H9N7O6SSn | ωB97M-V/def2-TZVPD

Geometry (Å):
1 Sn 1.132 -0.854 0.113
2 O 2.987 2.939 1.181
3 C 2.477 1.831 1.232
4 O 2.684 0.848 0.438
5 C 1.415 1.559 2.284
6 C 1.217 2.330 3.416
7 C 0.168 1.999 4.263
8 C -0.674 0.947 3.932
9 C -0.412 0.239 2.772
10 N 0.613 0.544 1.990
11 C -1.279 -0.893 2.264
12 O -2.320 -1.147 2.846
13 O -0.835 -1.464 1.202
14 H 1.885 3.154 3.618
15 H 0.005 2.570 5.167
16 H -1.519 0.659 4.541
17 N -1.865 -0.814 -1.691
18 C -1.884 -1.041 -2.876
19 N -1.616 -1.321 -4.026
20 C -2.037 -2.082 -5.011
21 N -2.366 -2.693 -5.931
22 C 1.068 3.199 -1.418
23 S 1.413 1.695 -2.352
24 C 0.311 2.038 -3.751
25 O 0.634 0.596 -1.644
26 H 0.063 3.126 -1.005
27 H 1.156 4.058 -2.080
28 H 1.805 3.278 -0.618
29 H -0.710 2.112 -3.381
30 H 0.398 1.206 -4.446
31 H 0.615 2.963 -4.238
32 O -2.609 0.146 -0.978
33 N -3.581 -0.284 -0.184
34 C -3.925 -1.500 -0.006
35 C -5.056 -1.750 0.841
36 N -5.998 -2.018 1.439
37 C -3.357 -2.677 -0.617
38 N -2.980 -3.626 -1.140

Output
- charge = 0
- multiplicity = 1
- relative energy (zero: lowest compared OMol25 entry of this formula, charge and spin) (kcal/mol) = 43.6
- molar mass (g mol⁻¹) = 522.05


CH9N2O2 | ωB97M-V/def2-TZVPD

Geometry (Å):
1 N -1.308 -1.594 0.869
2 C -0.499 -1.752 -0.158
3 N 0.010 -0.764 -0.866
4 H -1.245 -0.721 1.375
5 H -1.687 -2.368 1.387
6 H -0.265 -2.789 -0.374
7 H 0.271 -1.059 -1.792
8 H 0.061 0.159 -0.380
9 H 1.931 1.943 -1.166
10 H 0.927 2.976 -1.552
11 O 0.980 2.100 -1.147
12 H -0.150 1.759 1.722
13 H 0.936 1.130 0.902
14 O 0.038 0.980 1.179

Output
- charge = +1
- multiplicity = 1
- relative energy (zero: lowest compared OMol25 entry of this formula, charge and spin) (kcal/mol) = 20.5
- molar mass (g mol⁻¹) = 81.09


C5H31NO10 | ωB97M-V/def2-TZVPD

Geometry (Å):
1 C -2.338 -2.029 0.693
2 N -1.161 -1.177 0.384
3 C -0.499 -0.749 1.628
4 C 0.127 -1.869 2.527
5 C 1.441 -2.431 1.997
6 C 2.262 -1.524 1.129
7 O 2.670 -0.292 1.745
8 H -2.017 -2.788 1.418
9 H -3.107 -1.517 1.264
10 H -2.739 -2.560 -0.172
11 H -1.536 -0.336 -0.049
12 H -1.197 -0.239 2.316
13 H 0.223 0.050 1.382
14 H -0.605 -2.655 2.718
15 H 0.319 -1.303 3.464
16 H 1.940 -2.960 2.794
17 H 1.107 -3.248 1.323
18 H 1.703 -1.264 0.233
19 H 3.199 -2.007 0.824
20 H 2.309 -0.249 2.623
21 O -0.115 3.666 0.694
22 H 0.731 3.175 0.744
23 H -0.058 3.864 -0.250
24 O 0.106 1.823 -1.713
25 H -0.390 1.012 -1.527
26 H 0.179 1.844 -2.682
27 O 2.888 2.664 1.162
28 H 3.067 3.306 0.464
29 H 2.652 1.900 0.634
30 O 2.720 2.496 -1.912
31 H 2.166 1.749 -2.111
32 H 2.135 3.214 -2.182
33 O 0.593 -2.883 -1.342
34 H 0.144 -2.256 -0.731
35 H -0.118 -3.417 -1.691
36 O -2.036 0.013 -3.468
37 H -2.507 0.178 -2.617
38 H -1.349 -0.658 -3.311
39 O 0.361 -0.986 -3.161
40 H 0.542 -1.845 -2.703
41 H 0.607 -0.994 -4.098
42 O -2.395 2.380 1.517
43 H -2.537 2.477 2.467
44 H -1.571 2.851 1.258
45 O -2.465 1.513 -1.228
46 H -2.483 2.149 -1.947
47 H -2.968 1.914 -0.505

Output
- charge = 0
- structure (SMILES) = CNCCCCO.O.O.O.O.O.O.O.O.O
- multiplicity = 1
- relative energy (zero: lowest compared OMol25 entry of this formula, charge and spin) (kcal/mol) = 24.7
- molar mass (g mol⁻¹) = 265.30


C10H13FN3 | ωB97M-V/def2-TZVPD

Geometry (Å):
1 C -2.127 3.125 -3.226
2 C -1.244 2.133 -3.158
3 C -0.972 1.337 -1.957
4 C -0.337 0.161 -2.017
5 C 0.315 -0.625 -0.935
6 C 0.774 -1.962 -1.521
7 N 0.230 -0.399 0.275
8 C 0.436 -0.391 1.469
9 N 1.281 0.458 2.168
10 C 1.615 0.516 3.597
11 N 0.945 -0.039 4.508
12 C 0.120 -1.139 4.405
13 C 0.539 -2.247 3.767
14 F 1.765 -2.366 3.182
15 H -2.321 3.675 -4.191
16 H -2.776 3.506 -2.356
17 H -0.887 1.766 -4.092
18 H -1.300 1.726 -0.964
19 H -0.186 -0.214 -3.057
20 H 1.808 -1.860 -1.952
21 H 0.912 -2.606 -0.749
22 H 0.049 -2.260 -2.335
23 H -0.338 -1.007 2.023
24 H 2.114 0.861 1.700
25 H 2.526 1.142 3.755
26 H -0.571 -1.188 5.241
27 H -0.030 -3.161 3.876

Output
- charge = +1
- structure (SMILES) = C=C/C=C/C(C)=N/C=[NH+]/C=N\C=C/F
- multiplicity = 1
- relative energy (zero: lowest compared OMol25 entry of this formula, charge and spin) (kcal/mol) = 0.0
- molar mass (g mol⁻¹) = 194.23


C2H6BiO | ωB97M-V/def2-TZVPD

Geometry (Å):
1 H -1.901 -0.631 2.473
2 C 1.167 0.111 -0.942
3 O 0.475 0.090 0.280
4 C -0.986 0.049 0.250
5 H 2.237 0.034 -0.711
6 H 0.870 -0.739 -1.578
7 H 0.942 1.050 -1.475
8 H -1.315 -0.795 -0.381
9 H -1.342 0.993 -0.197
10 Bi -0.147 -0.161 2.281

Output
- charge = +1
- multiplicity = 1
- molar mass (g mol⁻¹) = 255.05


C21H23N3O5 | ωB97M-V/def2-TZVPD

Geometry (Å):
1 C 6.811 4.613 1.454
2 O 5.969 5.694 1.798
3 C 5.056 6.070 0.800
4 C 4.007 5.002 0.471
5 C 3.302 4.520 1.742
6 N 2.513 3.329 1.517
7 C 3.102 2.111 1.444
8 O 4.290 1.938 1.631
9 C 2.171 0.981 1.130
10 C 2.665 -0.082 0.370
11 C 1.853 -1.150 0.063
12 C 0.538 -1.188 0.526
13 C -0.330 -2.326 0.202
14 O 0.023 -3.267 -0.475
15 N -1.610 -2.265 0.735
16 C -2.531 -3.360 0.413
17 C -3.282 -3.061 -0.857
18 C -2.777 -3.456 -2.085
19 C -3.445 -3.158 -3.261
20 C -4.640 -2.448 -3.218
21 O -5.383 -2.100 -4.306
22 C -4.935 -2.494 -5.580
23 C -5.146 -2.041 -1.982
24 C -4.474 -2.344 -0.818
25 C -2.107 -1.249 1.526
26 O -3.224 -1.249 1.987
27 N -1.238 -0.213 1.776
28 C 0.051 -0.138 1.311
29 C 0.869 0.951 1.605
30 H 7.291 4.784 0.483
31 H 6.271 3.662 1.429
32 H 7.573 4.568 2.229
33 H 4.566 6.964 1.196
34 H 5.592 6.341 -0.124
35 H 4.492 4.146 0.001
36 H 3.288 5.419 -0.237
37 H 4.063 4.271 2.487
38 H 2.654 5.301 2.145
39 H 1.577 3.444 1.163
40 H 3.690 -0.045 0.037
41 H 2.207 -1.980 -0.530
42 H -3.218 -3.462 1.254
43 H -1.925 -4.261 0.299
44 H -1.845 -3.999 -2.127
45 H -3.024 -3.484 -4.199
46 H -5.679 -2.121 -6.283
47 H -3.961 -2.053 -5.819
48 H -4.871 -3.584 -5.665
49 H -6.073 -1.489 -1.965
50 H -4.869 -2.020 0.133
51 H -1.603 0.526 2.362
52 H 0.488 1.745 2.231

Output
- charge = 0
- structure (SMILES) = COCCCNC(=O)c1ccc2c(=O)n(Cc3ccc(OC)cc3)c(=O)[nH]c2c1
- multiplicity = 1
- relative energy (zero: lowest compared OMol25 entry of this formula, charge and spin) (kcal/mol) = 3.1
- molar mass (g mol⁻¹) = 397.43


The records above yield DFT total energy values of -1870.6965 -667.2783 -1985.9601 -303.2619 -1016.2371 -652.5819 -369.2057 -1354.5740 Eh, respectively.